No. 1
146
Properties=species:S:1:pos:R:3:lowdin_charge:R:1 method="wB97M-V/def2-TZVPD" homo_ev=-5.06 gap_ev=7.0874 charge=-1 e_lumo_ev=2.03
C 3.0637 5.9171 5.4786 -0.112
C 3.3485 4.5932 6.1864 -0.242
C 3.7417 3.4360 5.2517 -0.223
N 2.6717 2.5506 4.8143 0.018
C 2.0127 2.9233 3.5724 -0.351
O 0.7838 2.2728 3.4776 -0.001
B 0.4236 2.4318 2.0083 -0.864
C -0.2636 3.9071 1.7575 -0.087
C -1.3865 4.3092 2.7448 -0.187
C -1.0529 5.5012 3.6599 -0.219
O -1.4386 5.3530 5.0230 -0.195
C -0.6961 4.3703 5.7143 -0.107
C -0.6198 1.1836 1.5978 -0.497
I 0.2143 -0.1957 0.1311 1.102
C -2.0166 1.5237 1.0697 -0.356
C -3.0184 0.3587 1.0249 -0.147
O 1.7490 2.3707 1.3360 -0.040
C 2.7787 2.5559 2.2866 -0.271
C 3.7379 1.3606 2.3212 -0.122
C 3.2089 -0.0638 2.5034 -0.185
C 3.0322 -0.6086 3.9322 -0.199
C 1.5747 -0.8148 4.3521 -0.206
C 1.3502 -0.7244 5.8598 -0.298
N -0.0396 -0.4585 6.2549 -0.010
H 3.0125 6.7443 6.1905 0.065
H 3.8556 6.1403 4.7583 0.071
H 2.1229 5.8974 4.9274 0.046
H 2.4571 4.2943 6.7491 0.095
H 4.1402 4.7327 6.9284 0.094
H 4.2014 3.8476 4.3460 0.113
H 4.5217 2.8334 5.7318 0.103
H 1.9505 2.4399 5.5175 0.108
H 1.8471 4.0221 3.5326 0.130
H -0.6239 3.9963 0.7257 0.092
H 0.5426 4.6491 1.8271 0.088
H -1.6339 3.4734 3.4062 0.096
H -2.3063 4.5500 2.2025 0.100
H 0.0287 5.7029 3.6184 0.098
H -1.5722 6.4038 3.3293 0.115
H -0.8795 4.5297 6.7789 0.087
H -0.9781 3.3511 5.4402 0.081
H 0.3778 4.4709 5.5177 0.061
H -0.7488 0.5250 2.4644 0.051
H -1.9149 1.9664 0.0751 0.095
H -2.4108 2.3127 1.7085 0.081
H -3.9036 0.5789 1.6285 0.063
H -2.5728 -0.5601 1.4145 0.043
H -3.3680 0.1440 0.0147 0.053
H 3.3993 3.4173 1.9921 0.141
H 4.5108 1.5590 3.0775 0.109
H 4.2470 1.3893 1.3544 0.090
H 2.2726 -0.1469 1.9476 0.012
H 3.9143 -0.7216 1.9819 0.090
H 3.5056 0.0729 4.6431 0.087
H 3.5645 -1.5650 4.0005 0.099
H 1.2089 -1.7875 4.0016 0.113
H 0.9693 -0.0474 3.8642 0.080
H 1.6723 -1.6554 6.3391 0.105
H 1.9887 0.0643 6.2675 0.086
H -0.5300 -0.0061 5.4913 0.053
H -0.5302 -1.3199 6.4567 0.047
C -8.0756 -2.9052 -1.6027 -0.059
C -7.0804 -2.8305 -0.4519 -0.434
C -6.7898 -1.4096 0.0398 -0.207
O -5.9734 -0.6515 -0.8268 -0.194
C -6.6311 0.0356 -1.8673 -0.107
N -5.8676 -3.5608 -0.8281 0.043
H -7.6181 -2.5864 -2.5410 0.070
H -8.4127 -3.9311 -1.7354 0.049
H -8.9509 -2.2784 -1.4194 0.082
H -7.5163 -3.3600 0.4032 0.135
H -6.2323 -1.4752 0.9774 0.122
H -7.7272 -0.8715 0.2402 0.119
H -7.6148 0.3945 -1.5434 0.088
H -6.7658 -0.5822 -2.7599 0.074
H -6.0117 0.8929 -2.1282 0.089
H -5.2452 -3.6323 -0.0295 0.072
H -5.3589 -3.0036 -1.5089 0.072
C 8.9110 -1.5470 0.4104 -0.071
C 8.5138 -0.9160 1.7394 -0.439
C 7.0297 -0.5477 1.8267 -0.217
O 6.6749 0.5857 1.0687 -0.198
C 6.2738 0.3457 -0.2645 -0.107
N 9.3962 0.2217 2.0106 0.033
H 8.9485 -0.7962 -0.3804 0.067
H 9.9023 -1.9930 0.4897 0.071
H 8.2007 -2.3198 0.1111 0.077
H 8.6895 -1.6531 2.5313 0.132
H 6.7905 -0.2974 2.8643 0.123
H 6.4037 -1.4039 1.5393 0.117
H 5.7361 -0.6069 -0.3350 0.095
H 7.0980 0.3446 -0.9811 0.062
H 5.5879 1.1472 -0.5365 0.067
H 9.2172 0.5731 2.9458 0.068
H 9.1266 0.9780 1.3871 0.069
C -9.4641 -8.0380 -5.2420 -0.070
C -10.4218 -6.9003 -4.9083 -0.440
C -9.7575 -5.7029 -4.2197 -0.212
O -9.4262 -5.9096 -2.8621 -0.207
C -8.1847 -6.5523 -2.6242 -0.103
N -11.5566 -7.4352 -4.1544 0.035
H -9.1966 -8.6007 -4.3470 0.064
H -9.9398 -8.7320 -5.9339 0.074
H -8.5453 -7.6646 -5.6971 0.079
H -10.8210 -6.5123 -5.8521 0.133
H -10.4663 -4.8705 -4.2220 0.122
H -8.8661 -5.3863 -4.7783 0.121
H -7.4436 -6.2722 -3.3787 0.094
H -8.2954 -7.6394 -2.6157 0.074
H -7.8241 -6.2229 -1.6510 0.081
H -12.2647 -6.7177 -4.0401 0.069
H -11.2405 -7.6558 -3.2144 0.070
C 5.1433 2.9437 -2.9072 -0.062
C 6.1584 2.5584 -3.9769 -0.430
C 5.6224 2.6657 -5.4082 -0.214
O 4.6765 1.6639 -5.7269 -0.186
C 3.3337 1.9977 -5.4164 -0.095
N 6.6925 1.2266 -3.6818 0.044
H 4.3963 2.1617 -2.7694 0.068
H 5.6446 3.0828 -1.9505 0.072
H 4.6241 3.8690 -3.1623 0.083
H 6.9984 3.2589 -3.9062 0.133
H 6.4548 2.5345 -6.1052 0.118
H 5.1842 3.6583 -5.5811 0.116
H 3.1247 3.0384 -5.6880 0.090
H 3.0955 1.8539 -4.3626 0.069
H 2.6901 1.3385 -5.9953 0.078
H 7.4945 1.0367 -4.2738 0.070
H 5.9921 0.5368 -3.9397 0.076
C -1.0113 -2.5369 -4.3632 -0.065
C -0.1852 -1.9013 -5.4749 -0.440
C 1.1957 -1.4132 -5.0234 -0.216
O 1.1795 -0.2306 -4.2545 -0.208
C 0.9730 -0.3958 -2.8605 -0.247
N -0.9772 -0.8544 -6.1213 0.035
H -1.4078 -1.7785 -3.6875 0.069
H -1.8601 -3.0701 -4.7900 0.072
H -0.4163 -3.2382 -3.7759 0.080
H 0.0067 -2.6692 -6.2332 0.131
H 1.7836 -1.1755 -5.9151 0.115
H 1.7228 -2.2080 -4.4775 0.120
H 1.4499 -1.3136 -2.5012 0.074
H -0.0861 -0.4255 -2.5962 -0.005
H 1.4269 0.4573 -2.3586 0.033
H -0.4908 -0.5083 -6.9416 0.065
H -1.0418 -0.0628 -5.4877 0.071

No. 2
159
Properties=species:S:1:pos:R:3:lowdin_charge:R:1 method="wB97M-V/def2-TZVPD" homo_ev=-5.41 gap_ev=5.3217 charge=-1 e_lumo_ev=-0.08
C -1.9780 4.3063 4.9824 -0.183
C -2.9071 3.3798 4.0915 -0.676
Br -4.8727 3.5428 4.6561 0.468
C -2.4151 2.4683 3.0102 -0.609
Br -4.1121 1.4309 2.4798 0.519
P -0.6133 2.2276 2.3481 0.291
Br -1.1076 3.0465 0.2852 0.573
C -1.1864 0.5847 1.5648 -0.444
C -0.6343 -0.1193 0.2478 -0.240
F 0.4265 0.3923 -0.6011 -0.161
C 1.2315 1.8395 1.9394 -0.386
C 2.0402 0.5394 2.0181 -0.224
C 1.6980 -0.9864 2.3347 -0.162
F 2.5858 -1.7082 3.3136 -0.173
C -0.2390 1.5403 4.0879 -0.308
C 0.8317 2.0288 5.1086 -0.225
C 2.3258 1.3618 5.2374 -0.121
F 3.3202 2.3491 4.6669 -0.183
C -0.0611 4.0417 2.6346 -0.376
C 0.7983 4.9009 1.5454 -0.678
O 0.3007 5.8603 0.7106 -0.249
I 3.0182 4.9670 1.3031 0.707
H -0.9235 3.9956 5.3054 0.053
H -2.5205 4.5808 6.0006 0.068
H -1.8567 5.3599 4.4286 0.102
H -1.5066 -0.1834 2.3871 0.092
H -2.1598 0.9844 0.9789 -0.033
H -0.2997 -1.2295 0.5613 0.098
H -1.4543 -0.4453 -0.5761 0.139
H 1.8026 2.6306 2.6353 0.042
H 1.3140 2.3151 0.8435 0.048
H 3.0327 0.7095 2.6813 0.126
H 2.6012 0.4376 0.9490 0.132
H 1.8118 -1.6748 1.3578 0.115
H 0.5848 -1.2566 2.6640 0.113
H -0.0102 0.3815 3.8873 0.093
H -1.2649 1.3736 4.6921 0.101
H 0.4006 1.7741 6.2055 0.124
H 1.0740 3.1860 5.2600 0.113
H 2.4533 0.3070 4.7794 0.096
H 2.6632 1.2496 6.3786 0.124
H 0.4161 4.3095 3.6311 0.071
H -1.0891 4.6519 2.5009 0.092
O -2.6872 0.7469 7.2550 -0.282
P -3.9804 0.3444 8.0053 0.807
N -3.6570 1.4294 9.2865 -0.328
C -3.8556 1.2246 10.7182 -0.140
C -4.0375 2.8067 8.9731 -0.142
N -3.3194 -1.2387 8.3361 -0.330
C -2.5287 -1.5223 9.5351 -0.147
C -2.5436 -1.8021 7.2075 -0.156
N -5.4670 -0.1184 8.8679 -0.308
C -5.6963 -1.2920 9.7037 -0.140
C -6.5602 -0.0629 7.8804 -0.156
H -4.9089 1.2719 11.0072 0.075
H -3.3211 1.9923 11.2949 0.086
H -3.4399 0.2906 11.0757 0.044
H -5.1272 2.9250 9.0020 0.076
H -3.6920 3.0880 7.9683 0.055
H -3.5881 3.5234 9.6663 0.079
H -1.7364 -0.7810 9.6838 0.090
H -2.0580 -2.5121 9.4813 0.082
H -3.1454 -1.5864 10.4287 0.042
H -1.5242 -1.3887 7.1710 0.077
H -3.0278 -1.5972 6.2463 0.073
H -2.4538 -2.8899 7.2937 0.075
H -5.4959 -2.2349 9.1860 0.087
H -6.7403 -1.3285 10.0412 0.088
H -5.1279 -1.2472 10.6325 0.057
H -6.4766 -0.8836 7.1535 0.083
H -6.5255 0.8836 7.3320 0.073
H -7.5453 -0.1121 8.3571 0.077
O -1.4329 5.3234 -3.4621 -0.277
P -0.0837 4.7858 -3.9990 0.811
N 0.7415 6.2159 -3.5551 -0.325
C 1.7792 6.9289 -4.2941 -0.142
C 1.0981 6.2481 -2.1367 -0.151
N -0.6758 4.8815 -5.6400 -0.331
C -0.5271 6.0870 -6.4570 -0.149
C -2.0944 4.4805 -5.7800 -0.165
N 1.4673 4.1679 -4.6161 -0.297
C 1.9381 4.1312 -5.9965 -0.141
C 1.6300 2.8119 -4.0610 -0.151
H 2.7451 6.4178 -4.2607 0.076
H 1.9249 7.9358 -3.8789 0.085
H 1.5172 7.1072 -5.3297 0.041
H 1.9353 5.5704 -1.9311 0.059
H 0.2481 5.9365 -1.5135 0.052
H 1.3715 7.2541 -1.8061 0.084
H -0.8542 6.9842 -5.9207 0.089
H -1.1094 6.0183 -7.3847 0.079
H 0.4927 6.2209 -6.8108 0.042
H -2.7756 5.2954 -5.4911 0.076
H -2.3274 3.6074 -5.1604 0.071
H -2.3280 4.2086 -6.8145 0.070
H 1.2594 3.5976 -6.6687 0.068
H 2.9116 3.6277 -6.0599 0.089
H 2.1400 5.1295 -6.3841 0.058
H 0.9249 2.1083 -4.5265 0.071
H 1.4418 2.8206 -2.9828 0.079
H 2.6489 2.4334 -4.1975 0.079
O 0.3976 -4.1208 -0.2698 -0.280
P 1.0430 -5.5204 -0.1213 0.800
N 2.6049 -4.8549 0.0800 -0.323
C 3.8716 -5.3382 -0.4615 -0.137
C 2.8498 -4.3847 1.4434 -0.150
N 0.7172 -5.8708 -1.8017 -0.329
C 1.6642 -5.5410 -2.8682 -0.145
C -0.5947 -5.3652 -2.2665 -0.155
N 1.7848 -7.1294 0.0494 -0.309
C 2.1452 -8.0724 -1.0039 -0.139
C 0.9727 -7.8638 1.0365 -0.164
H 4.2366 -6.2296 0.0556 0.075
H 4.6479 -4.5655 -0.3736 0.089
H 3.8279 -5.5472 -1.5232 0.045
H 3.0026 -5.2304 2.1245 0.075
H 1.9958 -3.8004 1.8140 0.054
H 3.7219 -3.7270 1.4991 0.084
H 2.0147 -4.5061 -2.7945 0.089
H 1.2147 -5.6744 -3.8604 0.082
H 2.5156 -6.2177 -2.8859 0.044
H -0.5538 -4.2909 -2.5028 0.081
H -1.3737 -5.5173 -1.5111 0.068
H -0.9218 -5.8881 -3.1713 0.076
H 1.3034 -8.3376 -1.6506 0.087
H 2.5236 -9.0082 -0.5724 0.087
H 2.9794 -7.7114 -1.6051 0.058
H -0.0091 -8.1299 0.6194 0.079
H 0.8100 -7.2463 1.9254 0.074
H 1.4712 -8.7778 1.3778 0.076
O 0.6338 -3.0474 -6.1465 -0.288
P 1.1285 -1.8748 -7.0285 0.803
N 0.3509 -2.5003 -8.4168 -0.331
C 0.8422 -2.5359 -9.7910 -0.139
C -1.0766 -2.1834 -8.4586 -0.148
N 2.7728 -2.4537 -6.9106 -0.329
C 3.3350 -3.4139 -7.8619 -0.146
C 3.1202 -2.9755 -5.5690 -0.158
N 1.6972 -0.5269 -8.0425 -0.303
C 3.0088 -0.3518 -8.6568 -0.133
C 1.3891 0.7121 -7.3055 -0.165
H 0.8112 -1.5554 -10.2737 0.077
H 0.2361 -3.2216 -10.3991 0.086
H 1.8474 -2.9306 -9.8730 0.045
H -1.2330 -1.1280 -8.7117 0.074
H -1.5469 -2.3718 -7.4832 0.075
H -1.6121 -2.8016 -9.1846 0.077
H 2.6762 -4.2770 -8.0053 0.089
H 4.3109 -3.7874 -7.5268 0.083
H 3.5582 -2.9575 -8.8236 0.043
H 2.7526 -4.0032 -5.4269 0.066
H 2.6978 -2.3508 -4.7741 0.074
H 4.2047 -2.9912 -5.4197 0.078
H 3.8301 -0.3835 -7.9345 0.089
H 3.0702 0.6179 -9.1678 0.091
H 3.1841 -1.0736 -9.4543 0.057
H 2.0421 0.8213 -6.4277 0.074
H 0.3511 0.6967 -6.9588 0.079
H 1.4945 1.6010 -7.9371 0.073

No. 3
149
Properties=species:S:1:pos:R:3:lowdin_charge:R:1 method="wB97M-V/def2-TZVPD" homo_ev=-8.14 gap_ev=8.1865 charge=0 e_lumo_ev=0.04 e_above_lowest_ev=3.927
C -0.1013 -2.1675 1.7834 -0.024
C -0.9431 -1.4575 0.7198 -0.384
C -2.0565 -2.4478 0.1945 -0.022
C -1.8663 -0.3445 1.4829 -0.121
C -1.1405 0.9378 1.9081 -0.185
C -0.5156 1.4879 0.6415 -0.126
C 0.4714 0.5068 -0.1254 -0.496
C 0.7552 1.2238 -1.4680 -0.017
C 1.7704 0.3897 0.6925 -0.011
N -0.2125 -0.7098 -0.3732 -0.129
O 0.4702 -1.5985 -1.1780 0.001
H 0.6369 -2.8525 1.3663 0.065
H 0.4855 -1.5132 2.4281 0.068
H -0.6694 -2.8948 2.3635 0.078
H -2.5724 -2.8946 1.0444 0.072
H -2.7811 -1.9012 -0.4090 0.067
H -1.5569 -3.2318 -0.3746 0.079
H -2.7699 -0.0498 0.9492 0.109
H -2.2710 -0.7653 2.4033 0.079
H -1.8759 1.6311 2.3163 0.115
H -0.3635 0.6874 2.6303 0.084
H -0.0639 2.4740 0.7501 0.116
H -1.3219 1.6266 -0.0787 0.110
H -0.1642 1.3421 -2.0414 0.070
H 1.5293 0.7507 -2.0722 0.065
H 1.0837 2.2341 -1.2241 0.077
H 2.4777 -0.3312 0.2824 0.081
H 1.5954 0.1043 1.7299 0.057
H 2.2380 1.3738 0.7229 0.087
H 0.0386 -1.3237 -1.9903 0.082
C -1.6504 -3.6772 8.2363 -0.024
C -1.4026 -2.6651 7.0001 -0.412
C 0.0481 -3.0238 6.5126 -0.035
C -2.4022 -3.0428 5.9128 -0.165
C -2.5070 -2.0362 4.7939 -0.187
C -2.6840 -0.6418 5.3972 -0.131
C -1.7054 -0.1253 6.4794 -0.495
C -0.3706 0.1939 5.7311 -0.018
C -2.3302 1.0862 7.1512 -0.030
N -1.5366 -1.2064 7.4712 -0.125
O -0.7989 -0.8837 8.5912 0.000
H -2.6356 -3.4010 8.6121 0.084
H -1.7611 -4.6854 7.8370 0.066
H -0.7223 -3.8378 8.7847 0.074
H 0.8215 -2.8479 7.2604 0.078
H 0.0264 -4.1040 6.3685 0.079
H 0.2711 -2.6542 5.5117 0.060
H -2.1942 -4.0109 5.4572 0.103
H -3.4144 -3.2659 6.2501 0.121
H -1.6292 -2.0932 4.1502 0.080
H -3.3817 -2.2863 4.1936 0.116
H -3.7158 -0.5332 5.7313 0.121
H -2.6069 -0.0288 4.4993 0.097
H 0.1415 -0.6211 5.2196 0.059
H 0.3092 0.5624 6.4994 0.075
H -0.4657 0.9369 4.9392 0.068
H -2.5822 1.8072 6.3735 0.087
H -1.7133 1.5953 7.8917 0.080
H -3.1934 0.6985 7.6922 0.091
H 0.1034 -0.7464 8.2934 0.083
C 2.4441 5.4129 -4.3166 -0.021
C 1.0742 5.4634 -3.5459 -0.464
C 0.2775 4.2019 -3.9117 -0.046
C 1.3641 5.5129 -2.0331 -0.117
C 1.8377 6.9130 -1.5286 -0.175
C 0.8007 7.9865 -1.8697 -0.155
C 0.4647 7.9733 -3.3481 -0.443
C -0.9025 8.8385 -3.4991 -0.018
C 1.6341 8.5980 -4.2287 -0.015
N 0.1778 6.6144 -3.8993 -0.123
O -0.2307 6.5948 -5.2497 -0.011
H 3.2040 6.1591 -4.0844 0.071
H 2.8767 4.4126 -4.2969 0.070
H 2.2864 5.4457 -5.3946 0.075
H -0.6843 4.0067 -3.4375 0.087
H 0.1004 4.1391 -4.9854 0.073
H 0.8021 3.3031 -3.5875 0.059
H 0.5861 5.1129 -1.3829 0.116
H 2.2160 4.8424 -1.9192 0.109
H 2.0355 6.9918 -0.4596 0.107
H 2.8239 7.1449 -1.9307 0.097
H 1.3042 8.9133 -1.5950 0.123
H -0.0526 7.7904 -1.2204 0.124
H -1.1399 9.1617 -4.5126 0.069
H -0.7621 9.6848 -2.8266 0.069
H -1.7124 8.2083 -3.1317 0.075
H 2.5512 8.0878 -3.9345 0.051
H 1.7924 9.6751 -4.1733 0.081
H 1.5090 8.4072 -5.2945 0.069
H 0.6212 6.6975 -5.6801 0.062
O 1.0853 -4.8486 -4.6973 -0.073
C 0.4813 -3.5718 -4.2145 -0.178
C -1.0437 -3.6197 -4.4538 -0.265
O -1.6228 -4.8212 -4.0211 -0.049
H 1.2132 -5.3822 -3.9096 0.073
H 0.5389 -3.3034 -3.1596 0.096
H 0.9703 -2.7487 -4.7356 0.102
H -1.1378 -3.3271 -5.4996 0.113
H -1.5693 -2.8146 -3.9402 0.097
H -1.2742 -5.5777 -4.4984 0.084
O -2.5347 -7.4640 0.5580 -0.038
C -3.3035 -6.4077 1.1188 -0.257
C -3.2068 -6.2826 2.6069 -0.244
O -1.8845 -6.1458 3.1371 -0.069
H -2.4906 -7.1539 -0.3494 0.082
H -3.0519 -5.4067 0.7683 0.100
H -4.3178 -6.4988 0.7302 0.121
H -3.5134 -7.2070 3.0963 0.117
H -3.7948 -5.4431 2.9779 0.115
H -1.9522 -5.9957 4.0829 0.065
O -2.3774 1.3056 -3.4487 -0.099
C -2.9365 0.1572 -2.8549 -0.216
C -3.7524 -0.5854 -3.9087 -0.203
O -5.0497 0.0221 -4.0180 -0.080
H -3.0841 1.9022 -3.7063 0.096
H -2.1132 -0.4477 -2.4748 0.101
H -3.5650 0.5741 -2.0681 0.128
H -3.8732 -1.6540 -3.7309 0.120
H -3.3699 -0.4366 -4.9185 0.121
H -5.1187 0.9443 -4.2760 0.078
O 4.5750 -2.4113 -1.6390 -0.069
C 4.5907 -3.7939 -1.4632 -0.230
C 4.0541 -4.1673 -0.0116 -0.178
O 2.6288 -4.0167 0.0634 -0.090
H 5.1138 -2.2439 -2.4157 0.086
H 4.1597 -4.3599 -2.2891 0.113
H 5.6430 -4.0486 -1.5896 0.110
H 4.5471 -3.5648 0.7512 0.105
H 4.2791 -5.1864 0.3031 0.121
H 2.4908 -3.0896 -0.1441 0.066
O 4.1485 0.3329 -2.6014 -0.079
C 3.9724 1.1929 -3.6992 -0.229
C 3.3677 0.3021 -4.8164 -0.217
O 2.0632 -0.2639 -4.6540 -0.089
H 3.4965 -0.3705 -2.6429 0.053
H 3.2537 1.9497 -3.3847 0.088
H 4.7903 1.8426 -4.0105 0.118
H 4.0376 -0.5307 -5.0306 0.117
H 3.3204 0.8294 -5.7692 0.111
H 1.3115 0.2411 -4.9729 0.020
O 3.8512 -1.9940 2.8790 -0.040
H 3.8344 -2.0426 3.8348 0.045
H 4.0748 -1.0828 2.6890 0.044
O -0.1327 1.2690 -5.2593 -0.034
H -0.3733 1.8418 -5.9875 0.059
H -0.8708 1.3288 -4.6529 0.006
O 2.3009 -4.5195 2.7694 -0.056
H 2.8932 -3.8410 3.0936 -0.013
H 2.3046 -4.4070 1.8188 -0.025

> Look up the charge of the second one.

-1

> What is the charge in the first record?

-1

> The highest charge belongs to which entry?

C37H93N3O16